# C2H6FN

One molecule with the formula C2H6FN in a non-equilibrium geometry (ωB97M-V/def2-TZVPD, OMol25).

Properties
* total charge: 0
* energy relative to the best compared isomer or geometry (same formula, charge and spin): 112.7 kJ/mol
* lowest unoccupied orbital energy: 1.15 eV
* SMILES string: CNCF

```
10
C2H6FN ωB97M-V/def2-TZVPD
C 0.460 -0.865 -0.734
N 0.281 0.541 -0.495
C -0.274 0.769 0.839
F -1.453 0.046 1.077
H 0.994 -1.132 0.115
H -0.410 -1.552 -0.751
H 0.982 -1.138 -1.730
H -0.545 1.089 -1.159
H -0.417 1.814 1.256
H 0.382 0.429 1.581
```

=====

# C4H13NO2

A 3-piece molecular cluster, C4H13NO2 overall in a non-equilibrium geometry (ωB97M-V/def2-TZVPD, OMol25).

Properties
* total charge: 0
* energy relative to the best compared isomer or geometry (same formula, charge and spin): 161.5 kJ/mol
* lowest unoccupied orbital energy: 0.69 eV
* SMILES string: C/C=C/CN.O.O

```
20
C4H13NO2 ωB97M-V/def2-TZVPD
C -2.525 -0.343 1.071
C -1.286 0.491 1.235
C -0.112 0.306 0.640
C 0.969 1.382 0.890
N 1.151 2.436 -0.074
H -2.328 -1.401 0.960
H -3.191 -0.199 1.924
H -3.010 -0.004 0.147
H -1.392 1.247 2.007
H 0.310 -0.609 0.221
H 0.985 1.615 1.946
H 1.892 0.768 0.789
H 1.879 2.335 -0.753
H 0.299 2.819 -0.461
O -0.491 -3.069 -1.350
H -0.840 -3.373 -2.202
H 0.467 -3.131 -1.453
O 2.326 -0.788 -1.957
H 1.799 -0.223 -1.381
H 3.097 -0.260 -2.199
```

=====

# CHO2S2

A 2-piece molecular cluster, CHO2S2 overall in a non-equilibrium geometry (ωB97M-V/def2-TZVPD, OMol25).

Properties
* total charge: -1
* energy relative to the best compared isomer or geometry (same formula, charge and spin): 200.9 kJ/mol
* spin multiplicity: 3
* lowest unoccupied orbital energy (alpha / beta): 3.72 / 3.49 eV
* ⟨S²⟩: 2.01

```
6
CHO2S2 ωB97M-V/def2-TZVPD
C -0.986 1.968 0.423
O -1.183 -0.201 2.144
O -2.264 1.612 0.314
S 0.143 2.951 -0.132
S -1.579 1.157 1.946
H 0.045 -0.293 0.121
```

=====

# C30H26Cl2PPb

C30H26Cl2PPb as an isolated structure in a non-equilibrium geometry (ωB97M-V/def2-TZVPD, OMol25).

Properties
* total charge: +1
* lowest unoccupied orbital energy: -3.59 eV

```
60
C30H26Cl2PPb ωB97M-V/def2-TZVPD
C -0.684 -1.377 2.868
C -1.521 -0.283 2.412
C -2.447 -0.817 1.419
H -1.418 0.763 2.710
C -2.171 -2.238 1.278
C -1.102 -2.585 2.181
H -0.628 -3.569 2.275
H 0.183 -1.284 3.519
H -3.189 -0.250 0.844
H -2.630 -2.904 0.546
Pb -0.125 -1.019 0.537
Cl -0.136 -2.446 -1.353
P -0.448 0.919 -0.847
C -2.074 1.037 -1.550
C -2.709 2.283 -1.627
H -2.250 3.158 -1.177
C -3.934 2.407 -2.281
H -4.418 3.380 -2.328
C -4.531 1.297 -2.873
H -5.487 1.398 -3.383
C -3.897 0.057 -2.814
H -4.350 -0.813 -3.283
C -2.678 -0.077 -2.158
H -2.177 -1.044 -2.121
C -0.151 2.354 0.156
C -1.037 2.748 1.173
H -1.950 2.183 1.353
C -0.761 3.872 1.946
H -1.461 4.172 2.723
C 0.401 4.608 1.723
H 0.617 5.484 2.329
C 1.288 4.215 0.722
H 2.198 4.780 0.545
C 1.019 3.097 -0.057
H 1.713 2.789 -0.835
C 0.703 0.935 -2.183
C 0.353 1.711 -3.291
H -0.617 2.200 -3.327
C 1.238 1.856 -4.356
H 0.949 2.462 -5.210
C 2.478 1.223 -4.327
H 3.166 1.334 -5.161
C 2.832 0.442 -3.226
H 3.796 -0.060 -3.200
C 1.955 0.295 -2.157
H 2.234 -0.320 -1.303
Cl 2.431 -3.845 -0.515
C 2.373 -3.848 1.196
C 2.608 -5.069 1.826
C 2.669 -5.158 3.223
C 2.515 -4.008 3.986
C 2.276 -2.790 3.372
C 2.161 -2.651 1.968
C 1.905 -1.331 1.378
H 2.760 -5.971 1.236
H 2.854 -6.122 3.701
H 2.583 -4.072 5.078
H 2.172 -1.900 4.011
H 1.945 -0.521 2.121
H 2.605 -1.092 0.586
```

=====

# C5H9NO

A 2-piece molecular cluster, C5H9NO overall in a non-equilibrium geometry (ωB97M-V/def2-TZVPD, OMol25).

Properties
* total charge: 0
* energy relative to the best compared isomer or geometry (same formula, charge and spin): 260.7 kJ/mol
* lowest unoccupied orbital energy: 0.90 eV

```
16
C5H9NO ωB97M-V/def2-TZVPD
C -0.967 -1.196 0.224
C 0.376 -0.561 0.100
C 1.168 -0.367 1.333
C 0.627 0.330 -1.030
N -0.338 0.782 -1.753
C -1.628 2.069 0.059
O -2.039 3.005 -0.444
H -1.614 -0.611 0.849
H -0.891 -2.168 0.685
H -1.480 -1.311 -0.718
H 1.213 -1.293 1.894
H 0.671 0.357 1.964
H 2.172 0.008 1.138
H 1.648 0.734 -1.088
H 1.060 -1.216 -0.765
H 0.022 1.439 -2.448
```

=====

# C4H11BrNP

One molecule with the formula C4H11BrNP in a non-equilibrium geometry (ωB97M-V/def2-TZVPD, OMol25).

Properties
* total charge: 0
* energy relative to the best compared isomer or geometry (same formula, charge and spin): 0.0 kJ/mol
* lowest unoccupied orbital energy: 0.70 eV
* SMILES string: CC[P@](C)(Br)=NC

```
18
C4H11BrNP ωB97M-V/def2-TZVPD
C 1.127 -1.739 1.175
C 1.117 -1.050 -0.216
P -0.045 0.578 -0.410
C 0.481 1.361 -1.938
Br 0.905 1.615 1.437
N -1.551 0.787 -0.177
C -2.378 0.451 0.953
H 1.266 -0.940 1.879
H 0.126 -2.134 1.226
H 1.814 -2.616 1.249
H 1.009 -1.746 -1.059
H 2.055 -0.642 -0.589
H 1.133 2.239 -1.755
H 1.158 0.831 -2.654
H -0.294 1.741 -2.578
H -1.911 0.719 1.809
H -2.799 -0.592 0.824
H -3.213 1.136 0.824
```

=====

| no. | electronic energy (eV) |
| --- | --- |
| 1 | -6377.4895 |
| 2 | -9942.5227 |
| 3 | -26814.1056 |
| 4 | -71104.9928 |
| 5 | -8866.5105 |
| 6 | -85146.9931 |